Entry 1:
A molecular structure, C29H38N4O7P4Re, computed with ωB97M-V with the def2-TZVPD basis set.

Geometry as XYZ:
```
83
Properties=species:S:1:pos:R:3:lowdin_charge:R:1
H 0.34053 -2.17489 3.57613 0.145
H -4.18794 3.08175 -1.48870 0.086
O 1.29389 -2.01967 -1.27801 -0.413
H -2.36557 -3.32128 -0.10520 0.136
H 2.95180 4.56395 0.23591 0.124
O 3.75977 -1.56521 -1.15359 -0.201
H -6.68986 -2.80494 1.33738 0.120
H -1.04808 5.94048 0.91389 0.120
C -5.32454 4.58800 -0.49296 -0.056
O 2.38825 0.41260 -1.95293 -0.174
H 1.72626 -1.33440 2.86486 0.141
C -0.01311 0.31826 -3.56777 -0.128
H -4.01677 3.06188 2.80223 0.105
C -0.94030 -2.76166 1.41682 -0.143
C -0.06536 -0.13461 2.92210 -0.170
C -4.01907 2.91739 0.65357 -0.412
C 1.88356 4.39685 0.21273 -0.037
N 0.33778 -2.00320 1.45797 -0.166
H -2.98665 -0.90886 2.29941 0.058
H 3.61792 -4.37637 -1.88222 0.129
O 4.69173 0.81275 -0.86458 -0.173
H -1.25666 -1.70771 -1.66984 0.099
H 2.09122 2.46780 -0.64642 0.081
C 0.64423 -1.46235 2.80919 -0.135
H -0.81332 -3.72651 1.90905 0.152
H 0.13120 -0.64717 -3.09546 0.079
Re 0.61214 -0.58988 -0.07524 1.468
C -6.29971 -0.94143 0.34846 -0.042
H -2.10171 -1.02669 -0.44804 0.063
H -0.04457 1.72609 -6.64240 0.122
H 0.20132 0.39629 3.83542 0.143
H -5.68508 5.02548 -1.41420 0.115
C 0.07608 0.41947 -4.94641 -0.045
C 1.00793 5.37979 0.65892 -0.035
H -1.67980 -2.19086 1.97438 0.085
H -0.74794 3.55964 -2.84883 0.117
C -1.35811 -2.91536 -0.02195 -0.159
C -5.23552 4.57884 1.91000 -0.057
O 2.51305 -0.03683 0.36794 -0.417
N -2.24543 1.33760 -0.87672 -0.473
H -1.14959 -0.24130 2.89956 0.086
P -0.55715 1.40528 -1.01678 0.927
H -4.55521 -2.79129 2.58480 0.116
H -5.52233 5.00707 2.86069 0.116
H 1.13490 -2.64143 1.20524 0.083
C -0.51766 2.67517 -3.43061 -0.060
C -4.17123 0.09855 0.82535 -0.373
C -0.86114 3.97473 0.09548 -0.083
C -5.98270 -1.99943 1.19366 -0.046
C -0.30027 1.44660 -2.80454 -0.362
C -0.35995 5.17052 0.59235 -0.039
C -5.41036 0.10390 0.17399 -0.083
H 2.77197 0.44700 -2.84418 0.124
C -4.78138 -1.99877 1.88347 -0.064
O 2.87608 -3.76222 -1.99338 -0.034
H -6.35900 5.99092 0.75480 0.117
C -3.88903 -0.94992 1.70155 -0.138
H 1.39567 6.31372 1.04228 0.122
H -2.44227 0.12357 -2.63206 0.067
C -4.38964 3.48003 1.87378 -0.097
N -1.26194 -1.56813 -0.66154 -0.070
P -2.94559 1.45153 0.74606 1.056
H -1.93026 3.85535 0.01592 0.066
P 2.66290 -2.69781 -0.87753 0.272
H -3.92070 0.36834 -1.71492 0.066
C -0.12496 1.64652 -5.56687 -0.035
H -3.26281 1.66373 -2.72922 0.088
C -5.70351 5.13123 0.72778 -0.054
C 1.39196 3.20058 -0.27739 -0.084
P 3.49791 0.00154 -0.83934 0.274
H -0.24637 1.48450 1.65855 0.045
C -0.43085 2.76873 -4.81139 -0.038
H -7.25502 -0.92467 -0.15829 0.120
C -4.48781 3.48418 -0.53192 -0.103
C -3.00889 0.84896 -2.05209 -0.119
H 0.30216 -0.45835 -5.53670 0.120
H -0.59444 3.72175 -5.29542 0.121
N 0.33251 0.64568 1.72451 -0.093
H -5.69545 0.94165 -0.44849 0.109
H -0.67082 -3.57092 -0.55567 0.126
C 0.01180 2.97191 -0.32159 -0.372
H 1.29095 0.98181 1.85096 0.109
O 2.64845 -3.16460 0.52088 -0.235
```

Properties
energy above the lowest of the compared OMol25 structures with the same formula, charge and spin = 22.00 kcal per mole
Kohn-Sham gap (alpha / beta) = 6.756 / 6.711 eV
LUMO (alpha / beta) = -7.131 / -7.171 eV
E_tot = -3317.1379 hartree
charge = +2
expectation value of S² = 0.760
spin multiplicity = 2


Entry 2:
A molecular structure, C55H47N2O5P2ReSSi in a non-equilibrium geometry, computed with ωB97M-V with the def2-TZVPD basis set.

Geometry as XYZ:
```
114
Properties=species:S:1:pos:R:3:lowdin_charge:R:1
C 0.10903 5.41450 -3.27460 -0.070
H -1.15962 -6.22809 -1.21242 0.126
H 0.13071 6.18472 -4.02974 0.111
C 2.92018 3.20517 0.22882 -0.080
H 1.82899 2.42791 4.68811 0.098
C -0.16013 1.67774 -5.60690 -0.071
H -4.19944 1.63876 2.81112 0.069
H -4.13213 2.56214 -2.99222 0.111
C -1.18088 -2.82595 -1.22297 -0.296
C -1.67444 1.83598 -3.27440 -0.233
C 1.96002 -2.13244 0.54620 -0.268
H 2.11849 -0.57505 3.36190 0.115
P 0.30185 2.24947 0.05488 0.973
H -4.68432 -4.77398 2.88948 0.109
H 1.53305 1.42043 2.45932 0.089
C -2.56933 -4.63306 2.58912 -0.073
Re -0.73400 0.07039 -0.30322 1.203
H -1.54443 4.58513 -0.45639 0.082
H 0.88845 -2.57205 -4.79151 0.100
Si 1.63084 -0.65924 -0.62862 0.633
P -0.31174 -1.24669 1.95739 1.120
C 3.04088 -2.99056 0.35760 -0.081
O -1.53551 -1.86527 -0.46838 -0.213
C 1.38350 -4.64326 -4.97330 -0.058
H 0.41224 1.60751 -6.51661 0.108
O -3.09566 0.39007 0.20345 -0.337
C -1.69185 -2.42633 2.19817 -0.318
H 0.39360 -7.09264 -2.86493 0.116
C -0.96155 -5.21744 -1.53838 0.022
C -1.49611 -3.79841 2.32721 -0.093
H -3.27564 3.63881 -1.84350 0.093
C 1.16851 -2.30383 1.68307 -0.366
C -0.15500 4.76743 3.29807 -0.064
H 5.96689 1.75968 0.31658 0.108
C -0.80144 5.49390 -2.23605 -0.067
N -0.72482 -0.26648 -2.51977 -0.060
C 4.89440 1.85096 0.22163 -0.065
C -0.12710 -5.02315 -2.67173 -0.164
H -3.15828 -0.86413 2.16122 0.069
C 1.30934 -0.48149 4.07452 -0.113
H -3.67504 3.21415 2.17094 0.070
C 2.73126 0.82275 -0.11222 -0.284
H 4.17511 -4.64365 1.10393 0.111
C 1.51835 -3.25202 2.64219 -0.113
H -0.93113 4.70978 1.32044 0.084
C 0.78781 -3.55967 -4.37045 -0.028
C -3.55511 2.60336 -2.06434 -0.051
C -0.00037 -0.73265 3.67434 -0.328
H -0.51355 -4.22853 2.22034 0.094
H 0.95929 -3.32118 3.56490 0.117
C -0.04404 0.69670 -4.64664 -0.015
H -1.56202 -0.20742 6.62584 0.111
C 0.30016 3.00609 1.72195 -0.322
C 0.54882 -0.02682 6.30503 -0.061
C 4.29499 3.09853 0.31290 -0.056
C 1.57993 -0.13289 5.38392 -0.080
C -0.80634 4.53714 -1.23776 -0.097
C 0.97622 4.33477 -3.34093 -0.067
C 2.59340 -4.09605 2.43304 -0.054
H 2.59931 0.05125 5.68974 0.115
H 2.12024 -0.48492 -3.11047 0.012
C 2.46306 -1.12683 -2.30700 -0.160
H 1.65680 4.24357 -4.17291 0.114
C -1.02574 2.74155 -5.40859 -0.068
C -1.03135 -0.62340 4.60069 -0.064
C 0.11869 3.50142 -1.24970 -0.306
H 4.90070 3.97938 0.45832 0.109
C 0.50825 -6.10752 -3.29204 -0.024
H -1.50975 6.30853 -2.19292 0.112
H 0.78199 4.60049 5.21365 0.108
H 1.66356 2.54652 -2.38179 0.112
S -2.57108 1.42366 1.06889 0.365
C -2.98821 -1.92219 2.28374 -0.103
C 4.11524 0.72969 0.00465 -0.090
C -0.75538 -0.27527 5.90967 -0.054
H -0.63187 5.71057 3.51794 0.108
H 2.44128 4.17217 0.31806 0.121
C -0.32279 4.20233 2.04590 -0.073
H -2.39654 -5.69084 2.70975 0.112
C 1.26571 -5.92012 -4.42070 -0.070
H 1.95672 -4.51085 -5.87760 0.109
H 2.28864 -2.15711 -2.59775 0.016
O -1.94945 2.53772 0.33593 -0.457
C -1.78703 2.81635 -4.25603 -0.018
H -4.14984 2.20425 -1.24327 0.082
H 3.53529 -0.97930 -2.22338 0.033
H -2.04971 -0.81954 4.30131 0.099
C 1.05808 2.36181 2.69549 -0.089
H 0.76056 0.24446 7.32810 0.111
O -1.67258 0.90784 2.10144 -0.382
H -4.82611 2.22050 1.24713 0.068
C -4.06050 -2.76501 2.50444 -0.051
H 3.65810 -2.87454 -0.51683 0.098
H 0.59651 -0.15614 -4.79572 0.093
C 0.62810 4.13998 4.24905 -0.064
C 3.34211 -3.97941 1.27549 -0.057
H 2.85007 -4.83510 3.17593 0.112
C 2.13793 2.07461 0.01966 -0.397
C -3.97329 2.20475 1.91615 -0.067
C 0.98005 3.38306 -2.33989 -0.085
H -2.47301 3.63934 -4.13506 0.116
C -0.77926 0.76556 -3.46470 -0.182
H -2.12954 -4.30833 -0.00816 0.101
N -0.48482 -1.40034 -3.04276 0.100
C 0.03678 -3.71841 -3.19664 -0.101
H 1.76058 -6.75748 -4.88709 0.107
C 1.22175 2.92572 3.94726 -0.053
C -1.50075 -4.16996 -0.87079 0.026
C -0.50807 -2.59842 -2.47472 -0.169
C -3.85157 -4.12159 2.68430 -0.063
O -2.41649 1.77544 -2.15044 -0.133
H -5.06158 -2.36132 2.53781 0.112
H -1.11886 3.50638 -6.16418 0.115
H 4.58381 -0.23848 -0.06900 0.099
```

Properties
Kohn-Sham gap (alpha / beta) = 5.497 / 5.925 eV
LUMO (alpha / beta) = -4.372 / -4.003 eV
E_tot = -4058.2371 hartree
charge = +1
expectation value of S² = 0.790
spin multiplicity = 2


Entry 3:
A molecular structure, C31H56BeBrN4OP3 in a non-equilibrium geometry, computed with ωB97M-V with the def2-TZVPD basis set.

Geometry as XYZ:
```
97
Properties=species:S:1:pos:R:3:lowdin_charge:R:1
C -1.30441 -3.53269 0.09285 -0.062
C 3.78370 -0.16206 -3.39148 -0.414
H 3.83813 -1.12945 -2.88121 0.062
H -4.78149 -0.28379 2.25962 0.102
H -3.23280 -3.03332 2.84061 0.088
H 2.72504 0.07900 -3.53045 0.070
C -0.01161 4.59997 0.02067 -0.129
H 0.68833 2.33403 -2.78062 0.045
H -1.08657 3.09160 1.13372 0.071
H -1.75983 -4.53340 0.07754 0.097
C -2.70835 2.30169 -1.08027 -0.361
H -3.06382 1.77402 -1.97737 0.088
C -1.10608 -4.17989 -7.42086 -0.229
C -0.07073 -3.35416 -5.14528 0.040
H 5.61667 -0.21377 -4.57383 0.073
C -3.16348 3.75270 -1.12607 -0.121
H -1.48997 0.94535 3.23302 0.086
P -0.88489 2.07484 -1.03101 1.015
C 1.58120 -2.00240 -2.14415 -0.121
C -0.83939 -1.84490 -3.57104 0.025
H 4.18731 4.18745 -1.24952 0.082
H -1.80390 -1.05125 4.29295 0.079
H -0.56639 2.84260 -4.71952 0.090
H 0.90759 4.72256 -0.56247 0.070
C 6.63183 -0.10979 -0.89757 -0.147
H -1.45272 -3.07755 -0.89641 0.076
C -1.16878 2.58194 -3.84181 -0.116
H -0.82164 -2.54562 4.29919 0.085
H -0.12281 3.86752 -2.42274 0.084
P -1.43035 -1.24473 1.52072 0.609
H -0.21926 -3.64654 0.26761 0.089
H -2.39999 1.70704 1.89733 0.059
H -0.02993 -4.25166 -10.64741 0.116
O -0.87391 -0.66474 0.24699 -0.254
H 0.48890 -3.13995 -8.48917 0.117
C 4.53024 -0.21636 -4.72494 -0.137
C 1.42283 -2.81395 -3.27379 0.031
N -0.34565 -1.15121 2.76440 -0.296
P 4.52268 1.06980 -2.27989 1.098
H 0.13646 5.14659 0.95903 0.091
H 4.26649 0.62716 -5.36951 0.080
H 6.89196 -0.90439 -1.60975 0.078
H -1.30143 -0.05543 -2.54080 0.096
H 1.21369 -2.48278 2.18359 0.093
H -3.04517 -4.43223 1.76699 0.097
H -0.83769 5.08276 -0.51464 0.067
C 5.10748 0.09990 -0.82767 -0.466
H -3.25640 1.19344 3.37685 0.106
H -0.10621 -0.99778 4.82716 0.099
H 2.19126 -3.52475 -3.59496 0.146
C -0.30704 3.14068 0.35669 -0.362
C -0.33993 -3.84562 -8.55456 -0.008
H 4.82213 0.64537 0.08391 0.052
H -2.76134 4.29235 -1.99164 0.074
C 3.80798 3.76139 -2.18605 -0.143
N -1.65494 -5.30909 -9.91281 0.071
C -0.73813 -3.68281 -6.11821 0.093
C 0.20481 -2.70670 -3.94951 -0.222
C -2.51714 -3.59096 2.23086 -0.086
C 1.06774 -1.46047 2.56202 -0.111
H -2.05821 3.22468 -3.84616 0.078
C -4.01520 -0.52384 1.51009 -0.076
C -0.80713 -1.46190 4.12309 -0.089
H 4.61473 3.77114 -2.93224 0.068
H 4.25572 -1.13550 -5.25178 0.077
H -1.48240 1.53730 -3.97185 0.062
H -1.72918 -3.99318 2.88533 0.088
C -2.21569 -5.01776 -7.60031 -0.010
H 4.58797 -0.86965 -0.79453 0.042
H 7.13718 0.81301 -1.22223 0.071
C -2.42854 -5.58193 -8.86521 -0.118
H 2.99841 4.40844 -2.54699 0.072
N -1.96401 -2.75621 1.16143 -0.289
C -0.54456 -0.84445 -2.65773 -0.085
H -2.90724 4.30800 -0.21815 0.075
H -4.13274 0.16702 0.65807 0.074
Be -0.10313 0.04391 -0.87553 -0.214
H -2.89527 -5.25563 -6.78506 0.115
N -2.70088 -0.40922 2.14616 -0.297
C -2.44008 0.93394 2.68722 -0.076
H -1.81855 -1.93041 -4.06051 0.152
H 1.49175 -0.74404 1.83866 -0.069
H -3.25279 -6.27443 -9.01684 0.114
C -0.29345 2.79618 -2.60828 -0.361
H 2.41131 -2.15993 -1.44225 0.101
H 0.58723 2.64429 0.76829 0.052
C -0.64262 -4.46217 -9.76934 -0.125
Br 2.12988 0.24877 -0.07444 0.835
H -3.14708 1.78071 -0.21635 0.052
H -4.25505 3.77536 -1.21293 0.091
H 7.03895 -0.40142 0.07915 0.081
H -4.16729 -1.54931 1.15411 0.083
C 3.26628 2.34486 -1.99451 -0.486
H 2.47259 2.14483 -2.72625 0.049
H 2.84275 2.20988 -0.97934 -0.036
H 1.58726 -1.33928 3.52218 0.099
C 0.67549 -0.98206 -1.98148 -0.204
```

Properties
Kohn-Sham gap (alpha / beta) = 3.679 / 3.236 eV
LUMO (alpha / beta) = -9.351 / -9.562 eV
E_tot = -5121.2972 hartree
charge = +2
spin multiplicity = 1